No. 1
The following is a DFT calculation (the ωB97M-V functional and the def2-TZVPD basis) of one molecule with the formula C5H4N2.

The geometry in XYZ format:
```
11
Properties=species:S:1:pos:R:3:forces:R:3
N 0.0647 1.7067 0.4546 -0.464 -0.436 -0.307
N -0.8199 -1.1919 0.4118 0.122 0.151 0.094
C 1.4049 1.0440 0.2968 0.012 -0.415 -0.121
C -0.9107 1.1232 0.0205 0.609 -0.054 0.122
C 0.3487 -1.0454 -0.4376 0.363 -0.140 -0.080
C -1.4639 -0.0672 -0.2614 -0.419 0.279 0.001
C 1.3426 -0.2018 -0.1285 -0.140 0.487 0.209
H -0.6011 -0.9713 1.3806 -0.047 -0.043 -0.134
H 2.2120 1.6252 0.7168 -0.130 -0.099 -0.058
H -2.1934 -0.2829 -1.0270 -0.047 0.133 0.152
H 0.2629 -1.5919 -1.3732 0.139 0.137 0.123
```
Forces are in eV/Å.

## Properties
F_max (eV/Å): 0.707
E_tot (eV): -8224.53389
ΔE to the lowest compared entry with this formula, charge and spin (kcal per mole): 114.4
E_HOMO (spin up / spin down) (eV): -8.936 / -8.937

Which charges does natural (NBO) predict for the atoms? In e, they are: -0.38 -0.59 -0.13 0.37 -0.03 -0.21 -0.08 0.38 0.22 0.23 0.22

***

No. 2
The following is a DFT calculation (the ωB97M-V functional and the def2-TZVPD basis) of a 3-piece molecular cluster, C4H13NO2 overall at a distorted geometry.

The geometry in XYZ format:
```
20
Properties=species:S:1:pos:R:3:forces:R:3
O 0.4626 2.0283 -2.7661 0.286 -1.282 -1.009
O -0.0793 4.5026 -3.8216 -0.045 0.319 0.428
N -1.1352 -0.2168 0.6749 -0.033 0.073 -0.701
C 0.0850 -3.3520 2.3066 1.911 -0.007 -0.319
C 0.1681 -1.9511 1.7480 -0.457 -0.581 0.179
C 1.1477 -1.0396 2.4300 -1.017 0.618 -0.335
C -0.7164 -1.5535 0.8266 -0.073 0.549 0.797
H 0.5238 4.0420 -3.2221 0.004 -0.263 -0.254
H 0.8710 -0.8958 3.4785 0.415 0.006 0.084
H 1.1344 -0.0740 1.9268 -0.040 0.213 0.143
H -1.2833 0.2939 1.5359 0.270 -0.232 -0.024
H -0.4811 -3.4392 3.2354 -0.566 0.162 -0.309
H -0.1807 -4.0920 1.5513 -0.358 -0.044 0.220
H -1.1986 -2.2571 0.1612 -0.336 -0.223 0.266
H 2.1620 -1.4037 2.3079 0.141 -0.351 0.342
H 1.1002 -3.5924 2.6542 -0.018 -0.362 -0.203
H -1.9882 -0.1715 0.1369 0.170 0.170 -0.139
H -0.6429 4.9765 -3.1973 -0.068 0.052 -0.291
H 1.0944 1.2934 -2.8334 0.257 0.349 0.821
H 0.0011 1.8052 -3.5939 -0.443 0.834 0.305
```
Forces are in eV/Å.

## Properties
F_max (eV/Å): 1.937
E_tot (eV): -9942.98871
ΔE to the lowest compared entry with this formula, charge and spin (kcal per mole): 27.9
SMILES: CC(C)=CN.O.O
E_HOMO (eV): -7.644

Which charges does natural (NBO) predict for the atoms? In e, they are: -0.94 -0.95 -0.83 -0.63 -0.08 -0.65 -0.01 0.49 0.21 0.22 0.37 0.21 0.22 0.18 0.22 0.20 0.37 0.46 0.47 0.47

***

No. 3
The following is a DFT calculation (the ωB97M-V functional and the def2-TZVPD basis) of C4H9NO as an isolated structure at a distorted geometry.

The geometry in XYZ format:
```
15
Properties=species:S:1:pos:R:3:forces:R:3
O -1.4025 -1.6212 -0.7140 -0.876 -0.530 0.597
N 0.1681 0.2309 -0.0020 0.211 0.335 -0.719
C -1.1793 0.3782 0.5837 0.010 -0.243 -0.352
C 1.2848 0.4164 0.9258 0.119 0.065 -0.356
C -1.1215 -1.0960 0.3564 -0.844 -0.574 -0.024
C 0.2298 0.0992 -1.5186 0.437 0.646 0.758
H 0.1514 -0.9031 -2.0095 0.080 0.351 1.337
H 2.1361 -0.2143 0.6591 -0.056 0.125 -0.153
H 1.6029 1.4654 0.9755 0.096 -0.062 -0.075
H -0.6756 -1.6535 1.2004 -0.022 -0.043 -0.083
H 1.1800 0.5221 -1.8125 0.233 0.328 -0.145
H 1.0088 0.1294 1.9585 -0.169 0.008 -0.634
H -1.8639 0.9635 -0.0335 0.078 -0.207 -0.057
H -0.5944 0.6625 -1.9837 0.378 0.073 0.409
H -1.1971 0.7440 1.6230 0.324 -0.271 -0.503
```
Forces are in eV/Å.

## Properties
F_max (eV/Å): 1.385
E_tot (eV): -7829.27523
ΔE to the lowest compared entry with this formula, charge and spin (kcal per mole): 70.2
E_HOMO (eV): -8.363

Which charges does natural (NBO) predict for the atoms? In e, they are: -0.65 -0.40 -0.31 -0.40 0.39 -0.41 0.24 0.21 0.19 0.11 0.20 0.20 0.21 0.21 0.21